{"formula": "C26H37GeN4Ru", "method": "ωB97M-V/def2-TZVPD", "lumo_ev": [-2.697, -4.681], "largest_force_ev_per_a": 0.8, "gap_ha": [0.2564, 0.2230], "multiplicity": 5, "total_charge": 1, "species": ["Ru", "C", "C", "C", "N", "C", "C", "C", "C", "C", "C", "C", "N", "C", "C", "C", "N", "C", "C", "C", "C", "C", "C", "C", "N", "C", "C", "H", "H", "H", "H", "H", "H", "H", "H", "H", "H", "H", "H", "H", "H", "H", "H", "H", "H", "H", "H", "H", "H", "H", "H", "H", "H", "C", "Ge", "C", "C", "C", "H", "H", "H", "H", "H", "H", "H", "H", "H", "H", "H"], "positions_angstrom": [[0.2097, 0.2037, 0.0722], [-2.7456, -1.0744, 0.2163], [-2.0231, -2.4204, 0.1211], [-0.7946, -2.6121, 1.0064], [0.3220, -1.7026, 0.7423], [1.5248, -2.0513, 1.2642], [1.6620, -3.0290, 2.2508], [2.8084, -3.6086, 2.8016], [4.1089, -3.5434, 2.3677], [4.5871, -2.8120, 1.2663], [3.9609, -1.8200, 0.5721], [2.6585, -1.2546, 0.7716], [2.3473, -0.0555, 0.3589], [3.3277, 0.8393, -0.2350], [2.9072, 2.3021, -0.0917], [1.5940, 2.6302, -0.8210], [0.4411, 2.1573, -0.0691], [-0.1922, 2.9513, 0.8137], [0.2202, 4.2571, 1.1050], [-0.4113, 5.2613, 1.8341], [-1.6762, 5.2837, 2.3754], [-2.5924, 4.2250, 2.4106], [-2.3975, 2.9079, 2.0952], [-1.2509, 2.2553, 1.5545], [-1.0977, 0.9479, 1.5918], [-1.9545, 0.0937, 2.3976], [-3.1036, -0.5788, 1.6199], [-2.1440, -0.3147, -0.2965], [-3.6649, -1.1528, -0.3637], [-2.7198, -3.2169, 0.3922], [-1.7364, -2.5798, -0.9217], [-1.1044, -2.5356, 2.0546], [-0.4350, -3.6352, 0.8656], [0.7372, -3.3714, 2.6962], [2.6296, -4.2610, 3.6481], [4.8335, -4.1522, 2.8929], [5.6010, -3.0406, 0.9585], [4.5270, -1.3607, -0.2287], [4.3023, 0.7066, 0.2414], [3.4419, 0.6038, -1.3007], [2.8019, 2.5383, 0.9700], [3.7057, 2.9226, -0.5018], [1.5244, 3.7003, -1.0099], [1.5949, 2.1380, -1.7960], [1.1888, 4.5353, 0.7129], [0.1623, 6.1752, 1.9334], [-2.0029, 6.2164, 2.8167], [-3.5761, 4.4724, 2.7925], [-3.2430, 2.2554, 2.2698], [-1.3015, -0.6635, 2.8309], [-2.3715, 0.6542, 3.2370], [-3.4806, -1.4058, 2.2273], [-3.9242, 0.1350, 1.5182], [-0.5832, -2.8676, -3.5626], [-1.0977, -0.9689, -3.4551], [-0.5601, -0.0856, -5.1420], [-3.0416, -0.7187, -3.2520], [-0.0822, 0.0390, -2.0965], [-0.9405, -3.2814, -4.5058], [-1.0042, -3.4619, -2.7517], [0.5024, -2.9668, -3.5372], [-1.0678, -0.5596, -5.9833], [0.5152, -0.1618, -5.3057], [-0.8340, 0.9699, -5.1300], [-3.5337, -0.9281, -4.2019], [-3.2621, 0.3127, -2.9741], [-3.4643, -1.3829, -2.4991], [-0.3151, 1.0836, -2.3223], [0.9824, -0.1381, -2.3120]]}